(1)
Entry from OMol25: a 2-piece molecular cluster, C7H14N2 overall at a distorted geometry (the ωB97M-V functional and the def2-TZVPD basis).

The geometry in XYZ format:
```
23
C7H14N2 (the ωB97M-V functional and the def2-TZVPD basis)
C -0.174 2.399 0.834
C -0.684 1.304 1.670
C -0.137 0.553 2.733
N -1.019 -0.537 2.997
C -2.021 -0.370 2.047
N -1.893 0.659 1.226
H -0.506 3.346 1.308
H -0.427 2.235 -0.298
H 0.919 2.457 0.701
H 0.872 0.632 3.294
H -0.945 -1.146 3.796
H -2.898 -0.974 2.321
C 1.575 -0.165 -2.569
C 1.131 -1.180 -1.538
C -0.256 -1.555 -1.930
H 1.207 0.788 -2.241
H 1.470 -0.375 -3.586
H 2.676 0.050 -2.261
H 1.656 -2.190 -1.804
H 1.266 -0.950 -0.553
H -0.901 -0.662 -1.854
H -0.370 -1.896 -2.885
H -0.542 -2.423 -1.410
```

Output
DFT total energy	-384.559529	hartree
SMILES	Cc1c[nH]cn1.CCC
orbital gap	9.48	eV
net charge	0
ΔE to the lowest compared entry with this formula, charge and spin	1.969	eV
E_HOMO	-8.59	eV
molar mass	126.2	g mol⁻¹

---

(2)
Entry from OMol25: C35H35Cl2IN5NaO4SSe as an isolated structure at a distorted geometry (the ωB97M-V functional and the def2-TZVPD basis).

The geometry in XYZ format:
```
85
C35H35Cl2IN5NaO4SSe (the ωB97M-V functional and the def2-TZVPD basis)
Na 0.482 -0.725 -1.277
C 0.840 -4.974 -2.334
C 1.575 -4.574 -1.081
N 2.632 -5.282 -0.749
C 3.362 -4.904 0.317
C 3.079 -3.806 1.091
C 4.052 -3.450 2.185
O 3.535 -3.549 3.502
C 1.928 -3.049 0.776
C 1.557 -1.809 1.455
N 2.106 -1.339 2.508
C 1.697 -0.057 2.956
C 1.229 0.060 4.263
C 0.772 1.273 4.750
C 0.769 2.397 3.936
C 1.284 2.314 2.651
C 1.773 1.103 2.176
I 2.725 1.093 0.303
C 1.129 -3.430 -0.332
O 0.062 -2.783 -0.701
H 0.685 -6.054 -2.352
H 1.441 -4.714 -3.210
H -0.112 -4.456 -2.424
H 4.230 -5.515 0.544
H 4.437 -2.441 2.003
H 4.891 -4.142 2.128
H 2.940 -2.779 3.568
H 0.734 -1.254 0.980
H 1.193 -0.836 4.872
H 0.374 1.328 5.756
H 0.339 3.334 4.267
H 1.259 3.186 2.011
O 0.109 0.057 -3.186
N 0.679 -0.715 -3.991
N 1.741 -1.315 -3.538
O 2.260 -1.139 -2.342
C 2.381 -2.240 -4.426
C 3.534 -2.854 -3.964
C 4.187 -3.785 -4.762
C 3.698 -4.105 -6.020
C 2.537 -3.483 -6.473
C 1.873 -2.555 -5.685
H 3.880 -2.602 -2.971
H 5.080 -4.270 -4.386
H 4.205 -4.836 -6.638
H 2.137 -3.728 -7.450
H 0.966 -2.078 -6.027
C -2.621 10.419 0.337
C -2.384 8.977 0.725
C -1.281 8.598 1.477
C -1.054 7.272 1.854
C 0.171 6.948 2.660
C -1.961 6.252 1.475
Se -1.685 4.431 1.966
C -3.086 6.642 0.703
C -4.086 5.616 0.250
C -3.272 7.976 0.348
H -1.748 11.034 0.570
H -3.477 10.849 0.869
H -2.824 10.521 -0.733
H -0.563 9.357 1.781
H 0.751 7.852 2.867
H 0.800 6.226 2.132
H -0.102 6.463 3.601
H -3.607 4.860 -0.376
H -4.901 6.087 -0.306
H -4.491 5.069 1.105
H -4.144 8.240 -0.249
S -3.518 -1.490 -0.893
C -3.525 -3.164 -0.807
N -2.360 -3.875 -0.709
C -2.288 -5.219 -0.595
C -3.404 -5.992 -0.578
C -4.647 -5.330 -0.697
C -4.710 -3.974 -0.810
H -1.443 -3.358 -0.740
H -1.284 -5.617 -0.522
H -3.329 -7.065 -0.482
H -5.564 -5.909 -0.695
H -5.653 -3.454 -0.897
Cl -1.903 0.507 2.541
C -2.194 -1.214 2.402
Cl -2.507 -1.989 3.994
H -1.316 -1.690 1.984
H -3.056 -1.370 1.771
```

Output
DFT total energy	-6109.524251	hartree
orbital gap	5.02	eV
net charge	-2
ΔE to the lowest compared entry with this formula, charge and spin	0.000	eV
E_HOMO	-1.44	eV
molar mass	921.5	g mol⁻¹